[1]
Molecular formula: C11H11NOS3
Method: DFT, ωB97M-V/def2-TZVPD

```
! wB97M-V def2-TZVPD RIJCOSX def2/J DEFGRID3
* xyz 0 1
C -0.016 -4.023 0.644
C -1.078 -2.943 0.814
C -1.709 -2.594 -0.524
H -0.975 -2.200 -1.225
H -2.208 -3.458 -0.961
S -3.019 -1.330 -0.364
C -2.067 0.086 -0.154
N -0.790 0.108 -0.146
C -0.276 1.362 0.029
C 1.041 1.690 0.088
C 2.153 0.802 -0.018
C 3.459 1.232 0.064
S 4.582 -0.041 -0.092
C 3.304 -1.190 -0.273
C 2.086 -0.611 -0.215
H 1.152 -1.131 -0.304
H 3.549 -2.224 -0.411
H 3.807 2.236 0.208
H 1.263 2.739 0.235
C -1.293 2.426 0.169
O -1.130 3.601 0.329
S -2.907 1.636 0.056
H -1.853 -3.291 1.499
H -0.626 -2.046 1.241
H 0.766 -3.690 -0.035
H 0.439 -4.255 1.603
H -0.456 -4.933 0.242
*
```

* SMILES: CCCSC1=N/C(=C\c2ccsc2)C(=O)S1
* LUMO energy: -0.61 eV


[2]
Molecular formula: C11H11NS
Method: DFT, ωB97M-V/def2-TZVPD

```
! wB97M-V def2-TZVPD RIJCOSX def2/J DEFGRID3
* xyz 0 1
C -0.705 0.351 0.106
C 3.656 1.322 0.257
C 2.485 1.529 -0.324
C 4.100 -0.020 0.536
C 1.604 0.392 -0.773
C 3.305 -1.095 0.388
C 2.030 -0.944 -0.202
C -2.954 -0.509 1.321
C -3.026 -0.724 -0.155
C -1.829 -0.157 0.450
C -4.050 0.077 -0.807
N 0.286 0.909 -0.310
S 1.056 -2.348 -0.313
H 4.419 2.195 0.387
H 2.094 2.527 -0.499
H 5.113 -0.198 0.697
H 1.426 0.348 -1.899
H 3.527 -2.109 0.619
H -3.537 0.355 1.547
H -3.044 -1.344 1.997
H -2.827 -1.752 -0.391
H -4.296 -0.097 -1.937
H -3.801 1.203 -0.485
H -5.031 0.088 -0.211
*
```

* SMILES: C[C@@H]1CC1=C=N[C@H]1C=CC=CC1=S
* LUMO energy: -1.21 eV
* energy above the lowest of the compared OMol25 structures with the same formula, charge and spin: 4.996 eV


[3]
Molecular formula: C11H12BNO3S
Method: DFT, ωB97M-V/def2-TZVPD

```
! wB97M-V def2-TZVPD RIJCOSX def2/J DEFGRID3
* xyz 0 1
O 1.562 -1.141 -1.409
O 1.660 2.782 1.776
O 3.067 3.683 0.004
S -4.923 -1.959 0.301
B 2.369 2.654 0.594
C 0.909 -0.644 -0.490
C -5.063 -1.801 -1.449
C -3.835 -1.748 -2.009
C -2.297 -1.468 1.296
C -0.926 -1.255 1.089
C -1.371 -1.412 -1.254
C -3.205 -1.694 0.267
C -0.447 -1.090 -0.217
C -2.746 -1.669 -1.017
N 1.429 0.344 0.287
C 3.956 0.655 0.467
C 2.562 1.150 -0.069
H 1.585 3.471 2.503
H 3.131 4.404 0.693
H -5.994 -1.579 -1.936
H -3.719 -1.587 -3.059
H -2.617 -1.424 2.321
H -0.291 -1.032 1.924
H -1.127 -1.301 -2.331
H 0.946 0.747 1.074
H 3.972 0.382 1.488
H 4.781 1.308 0.445
H 4.151 -0.198 -0.157
H 2.480 1.422 -1.132
*
```

* SMILES: C[C@@H](NC(=O)c1ccc2sccc2c1)B(O)O
* LUMO energy: -0.04 eV
* energy above the lowest of the compared OMol25 structures with the same formula, charge and spin: 0.957 eV


[4]
Molecular formula: C11H12FN
Method: DFT, ωB97M-V/def2-TZVPD

```
! wB97M-V def2-TZVPD RIJCOSX def2/J DEFGRID3
* xyz 0 1
C -0.838 -2.461 -0.345
C 4.019 -0.075 -0.043
C 3.189 -0.192 -1.153
C 3.473 -0.398 1.222
C 1.822 -0.570 -1.033
C 2.134 -0.781 1.303
C 1.314 -0.716 0.203
C -3.093 -0.554 -0.301
C -1.406 1.200 0.468
C -1.623 -0.154 -0.316
C -0.861 -1.302 0.402
N -0.734 -3.424 -0.993
F -1.076 -1.407 1.701
H 4.991 0.210 -0.021
H 3.373 -0.105 -2.198
H 4.161 -0.453 2.155
H 1.322 -0.627 -1.887
H 1.695 -1.007 2.336
H -3.645 -0.449 0.735
H -3.078 -1.527 -0.496
H -3.554 0.073 -1.014
H -1.036 1.019 1.453
H -2.199 1.833 0.723
H -0.575 1.785 -0.030
H -1.110 0.107 -1.325
*
```

* LUMO energy: 0.11 eV
* energy above the lowest of the compared OMol25 structures with the same formula, charge and spin: 4.379 eV


[5]
Molecular formula: C11H12FN3O6PS
Method: DFT, ωB97M-V/def2-TZVPD

```
! wB97M-V def2-TZVPD RIJCOSX def2/J DEFGRID3
* xyz 1 1
C 4.822 -1.285 1.768
O 4.401 -2.317 0.839
C 3.446 -1.897 -0.020
O 3.685 -1.772 -1.194
C 2.019 -1.629 0.442
C 1.498 -2.418 1.462
C 0.198 -2.214 1.850
N -0.550 -1.283 1.269
P -2.285 -1.192 1.883
N -3.249 -0.883 0.522
O -2.302 0.175 2.811
C -0.058 -0.488 0.314
C 1.230 -0.621 -0.136
N 1.753 0.231 -1.162
C 2.441 1.113 -0.642
S 3.283 2.307 -0.142
H 5.295 -1.802 2.605
H 3.938 -0.736 2.125
H 5.530 -0.619 1.264
H 2.104 -3.182 1.940
H -0.219 -2.828 2.645
H -3.727 0.011 0.693
H -3.989 -1.583 0.570
H -1.467 0.137 3.305
H -0.693 0.268 -0.140
C -2.461 2.255 -3.425
C -1.991 3.103 -2.273
O -3.100 3.067 -1.390
C -3.731 1.880 -1.611
O -4.535 1.401 -0.881
O -3.318 1.313 -2.770
F -1.770 4.380 -2.651
H -3.038 2.828 -4.152
H -1.646 1.752 -3.940
H -1.104 2.719 -1.761
*
```

* LUMO energy: -4.97 eV


[6]
Molecular formula: C11H12IN2O
Method: DFT, ωB97M-V/def2-TZVPD

```
! wB97M-V def2-TZVPD RIJCOSX def2/J DEFGRID3
* xyz 1 3
C 0.461 1.104 -2.896
C 0.384 -0.276 -2.757
C 0.067 1.737 -1.772
C -0.369 -2.714 1.227
C -0.059 -2.948 -0.892
C -0.398 -1.478 0.727
C -0.070 -1.585 -0.667
C -0.263 -0.117 1.427
C -0.566 0.957 0.460
C 1.141 0.069 1.995
C -0.396 2.401 1.061
N 0.021 -0.493 -1.481
N -0.152 0.705 -0.902
O -0.222 -3.620 0.235
I -2.754 0.843 0.115
H 0.505 1.658 -3.840
H 0.711 -1.090 -3.396
H -0.083 2.790 -1.647
H -0.557 -3.151 2.231
H 0.194 -3.371 -1.824
H -0.988 0.023 2.306
H 1.898 0.233 1.138
H 1.480 -0.769 2.721
H 1.219 0.952 2.634
H -0.884 3.159 0.406
H 0.630 2.752 1.335
H -0.951 2.229 2.054
*
```

* LUMO energy (alpha / beta): -3.52 / -7.28 eV
* energy above the lowest of the compared OMol25 structures with the same formula, charge and spin: 0.435 eV


Which calculated total energy belongs to each record? In order, -47628.68097, -23905.21797, -30748.22045, -15804.53464, -51191.53712, -24717.59422 eV.
Which maximum force belongs to each record? In order, 1.43, 4.36, 3.26, 6.02, 2.88, 4.77 eV/A.